Record 1
Density functional theory data (the ωB97M-V functional and the def2-TZVPD basis) for an isolated molecule of C4H9N3S in a non-equilibrium geometry.

Last column: Mulliken charge in e.
Element x y z (Å)
C: 1.12341 -0.34410 0.49163  -0.677
C: 0.05280 0.78595 0.27531  -0.098
C: -1.40170 0.23742 0.32461  -0.621
C: -1.13046 -0.28580 -1.94233  0.000
H: 1.40882 0.11457 2.81244  0.112
H: 2.12339 0.10163 0.23970  0.365
H: 0.93031 -1.13738 -0.24512  0.289
H: 0.17950 1.60529 0.98478  0.403
H: -1.57547 -0.26022 1.21945  0.435
H: -2.03342 1.11714 0.38889  0.296
H: -1.44079 -0.73389 -2.89143  0.363
H: -0.11447 1.16867 -2.95424  0.284
H: 1.15563 1.82667 -1.11191  0.275
N: -1.76848 -0.51197 -0.84356  -0.535
N: -0.01786 0.56141 -2.14741  -0.310
N: 0.21515 1.43224 -1.02443  -0.374
S: 1.15628 -1.03344 2.17312  -0.209

Summary:
Kohn-Sham gap = 9.113 eV
Energy relative to the best compared isomer or geometry (same formula, charge and spin) = 166.13 kJ/mol
SMILES = SC[C@@H]1CN=CNN1
Total energy = -720.21008 Ha
Strongest force on any atom = 0.053 Eh/bohr
HOMO energy = -8.29 eV

---

Record 2
Density functional theory data (the ωB97M-V functional and the def2-TZVPD basis) for a cluster of 2 separate species, C3H9N2O2 in total.

Last column: Mulliken charge in e.
Element x y z (Å)
N: 1.56357 -2.33391 0.64204  -0.367
C: 0.73095 -1.35781 1.02032  0.712
O: -0.58883 -1.61048 0.76217  -0.482
O: 1.06914 -0.30442 1.52858  -0.706
H: 2.53971 -2.19702 0.84322  0.242
H: 1.30473 -2.99109 -0.07152  0.241
H: -0.87552 -2.36733 1.29171  0.344
C: -0.53669 1.63728 -1.20353  -0.089
C: -1.56365 0.87149 -1.46613  -0.569
N: -0.01323 1.79781 0.17063  -0.128
H: -0.04258 2.25993 -1.92885  0.298
H: -1.94358 0.83395 -2.47309  0.272
H: -2.02331 0.24660 -0.71453  0.225
H: -0.74996 2.04318 0.83563  0.415
H: 0.44144 0.93447 0.56094  0.177
H: 0.68782 2.53734 0.20240  0.414

Summary:
Kohn-Sham gap = 11.704 eV
Energy relative to the best compared isomer or geometry (same formula, charge and spin) = 94.14 kJ/mol
Total energy = -379.46896 Ha
Strongest force on any atom = 0.010 Eh/bohr
HOMO energy = -14.79 eV
Charge = +1

---

Record 3
Density functional theory data (the ωB97M-V functional and the def2-TZVPD basis) for a structure of composition C10H10N2 in a non-equilibrium geometry.

Last column: Mulliken charge in e.
Element x y z (Å)
C: 2.66908 2.02210 0.86118  -1.030
C: 1.32627 1.39708 0.70790  0.566
C: 0.27348 1.45099 1.67353  -0.350
C: -0.94883 0.56313 1.61887  -0.303
C: -1.16375 -0.25437 0.48249  0.348
C: -2.56962 -1.53049 -0.70736  -0.156
C: -1.63115 -1.69166 -1.64318  -0.581
C: -0.28508 -1.31117 -1.45941  -0.522
C: -0.05476 -0.43610 -0.39482  0.431
C: 1.26664 0.10606 -0.11339  -0.195
H: 3.42097 2.03759 -0.28215  0.195
H: 3.13007 1.10471 1.64717  0.272
H: 2.49543 3.04291 1.53852  0.276
H: 0.44749 2.30260 2.43259  0.157
H: -1.82177 0.40766 2.36818  0.293
H: -3.52666 -1.98850 -0.82479  0.431
H: -1.95340 -2.42700 -2.34357  0.351
H: 0.31970 -1.52217 -2.29253  0.506
H: 2.15216 0.37306 -2.22265  0.248
H: 3.34277 0.19442 -0.63103  0.299
N: -2.47000 -0.78206 0.36311  -0.632
N: 2.28421 0.00796 -1.15520  -0.604

Summary:
Kohn-Sham gap = 7.318 eV
Energy relative to the best compared isomer or geometry (same formula, charge and spin) = 570.07 kJ/mol
Total energy = -496.37997 Ha
Strongest force on any atom = 0.111 Eh/bohr
HOMO energy = -7.72 eV

---

Record 4
Density functional theory data (the ωB97M-V functional and the def2-TZVPD basis) for a structure of composition C37H39Cl2NO3PdSb in a non-equilibrium geometry.

Last column: Mulliken charge in e.
Element x y z (Å)
Pd: -0.79441 1.59256 0.60816  -0.172
C: 3.90139 0.75480 -4.28213  -0.508
O: 2.88516 1.41559 -4.98789  -0.508
C: 1.65730 1.54811 -4.37450  0.686
C: 0.78687 2.45104 -5.01415  -0.961
C: -0.39446 2.78859 -4.41551  -0.771
C: -0.80254 2.23020 -3.19295  0.168
C: -1.92077 2.75078 -2.45243  0.521
C: -2.84106 3.75654 -3.14344  -1.718
O: -2.18342 2.47688 -1.28229  -0.289
C: -0.00731 1.17213 -2.61556  -0.596
O: -0.38754 0.48992 -1.62164  -0.609
C: 1.25882 0.90630 -3.23594  0.322
H: 4.81474 0.91159 -4.85788  0.326
H: 3.70678 -0.31941 -4.19490  0.146
H: 4.02957 1.17632 -3.27837  0.233
H: 1.09565 2.88037 -5.95461  0.410
H: -1.01013 3.54126 -4.88708  0.329
H: -2.37789 4.74200 -3.13123  0.314
H: -3.77597 3.80705 -2.58922  0.371
H: -3.05294 3.47022 -4.17008  0.412
H: 1.88236 0.16951 -2.75385  0.125
N: -3.52011 1.79812 1.03233  0.161
C: -4.52062 0.89464 1.23031  0.234
C: -5.83084 1.29763 1.50734  -0.622
C: -6.81038 0.35751 1.75481  -0.484
C: -6.50472 -0.99420 1.74429  -0.469
C: -5.19718 -1.40016 1.51290  -0.677
C: -4.21265 -0.47001 1.26133  0.095
H: -3.79299 2.71819 0.71809  0.136
H: -2.66298 1.44766 0.53980  0.116
H: -6.06296 2.35366 1.52622  0.369
H: -7.82308 0.68050 1.96527  0.358
H: -7.28063 -1.73038 1.90922  0.359
H: -4.94648 -2.45322 1.52555  0.377
H: -3.18360 -0.76822 1.07772  0.462
Cl: -1.60570 1.51082 5.12850  -0.229
C: -1.74945 1.54613 3.36645  0.995
Cl: -1.07734 3.02948 2.67984  -0.160
H: -2.81182 1.50690 3.12233  0.073
H: -1.19115 0.69937 2.94955  -0.559
C: -0.54912 -3.64126 2.37473  -1.205
C: 0.92523 -3.40599 2.49888  0.903
C: 1.70083 -4.31319 3.20982  -0.804
C: 3.05911 -4.11081 3.37538  -0.728
C: 3.65181 -2.98996 2.82469  -1.043
C: 2.87792 -2.08516 2.12119  -0.568
C: 1.51763 -2.27708 1.94142  0.757
Sb: 0.38344 -0.90035 0.63601  1.637
C: 1.60444 -1.67992 -0.99422  0.562
C: 2.95177 -1.37824 -1.11578  -0.202
C: 3.72600 -1.94021 -2.11999  -1.265
C: 3.14072 -2.79644 -3.03655  -0.578
C: 1.78813 -3.07480 -2.93802  -0.929
C: 1.00949 -2.52979 -1.92576  1.219
C: -0.45628 -2.82258 -1.86308  -1.570
C: 1.46894 0.90055 1.27223  -0.822
C: 1.69832 1.86080 0.27390  1.023
C: 2.13380 3.14085 0.59590  -0.888
C: 2.36676 3.47077 1.92178  -0.818
C: 2.15716 2.52476 2.90785  -0.642
C: 1.67780 1.25046 2.61073  0.958
C: 1.44332 0.29981 3.75074  -2.122
H: -0.84051 -4.55057 2.89682  0.443
H: -0.83156 -3.72715 1.32679  0.068
H: -1.09735 -2.80143 2.80265  0.225
H: 1.24040 -5.19516 3.64153  0.376
H: 3.64730 -4.81967 3.94316  0.371
H: 4.71391 -2.81914 2.94642  0.433
H: 3.35048 -1.19518 1.72371  0.359
H: 3.40586 -0.67319 -0.43062  0.263
H: 4.78013 -1.70016 -2.20221  0.441
H: 3.73270 -3.23057 -3.83335  0.391
H: 1.32673 -3.73663 -3.66012  0.413
H: -0.78403 -3.41061 -2.71697  0.487
H: -0.99664 -1.87640 -1.85243  0.263
H: -0.69740 -3.36663 -0.94889  0.161
H: 1.58738 1.58606 -0.76887  0.253
H: 2.28981 3.87100 -0.18858  0.492
H: 2.69734 4.46628 2.18979  0.341
H: 2.33148 2.79186 3.94160  0.391
H: 1.14813 0.84058 4.64742  0.487
H: 2.35766 -0.25233 3.97026  0.438
H: 0.67547 -0.43995 3.52570  0.262

Summary:
Kohn-Sham gap = 6.528 eV
Energy relative to the best compared isomer or geometry (same formula, charge and spin) = 124.13 kJ/mol
Total energy = -3002.31616 Ha
Strongest force on any atom = 0.024 Eh/bohr
HOMO energy = -3.87 eV
Charge = -1

---

Record 5
Density functional theory data (the ωB97M-V functional and the def2-TZVPD basis) for an isolated molecule of C4H3Cl2FO in a non-equilibrium geometry.

Last column: Mulliken charge in e.
Element x y z (Å)
C: -1.58752 -0.00960 -0.21660  -0.697
C: -0.65620 -0.73117 0.38446  -0.333
C: 1.05134 1.19128 -0.00306  0.467
C: 0.80084 -0.60571 0.07420  0.568
O: 1.27262 1.88404 0.91179  -0.404
F: 0.94445 1.59288 -1.26050  -0.195
Cl: 1.25426 -1.29913 -1.47791  -0.123
Cl: 1.82818 -1.18062 1.37814  -0.145
H: -2.62842 -0.10738 0.04292  0.283
H: -1.36560 0.70222 -0.99445  0.257
H: -0.91396 -1.43681 1.16101  0.322

Summary:
Kohn-Sham gap = 10.916 eV
Energy relative to the best compared isomer or geometry (same formula, charge and spin) = 0.00 kJ/mol
SMILES = C=CC(Cl)(Cl)C(=O)F
Total energy = -1249.66562 Ha
Strongest force on any atom = 0.071 Eh/bohr
HOMO energy = -10.45 eV